1.
{
  "formula": "C4H8O2",
  "method": "wB97M-V/def2-TZVPD",
  "homo_ev": -8.4,
  "total_energy_ha": -307.5104,
  "relative_energy_kcal_mol": 126.8,
  "species": ["C", "C", "O", "C", "C", "O", "H", "H", "H", "H", "H", "H", "H", "H"],
  "xyz": [[-0.552, -1.756, 0.294], [-0.464, 0.177, -1.471], [-1.036, -0.434, 0.012], [-0.106, 0.709, -0.136], [1.290, 0.545, 0.401], [1.368, 0.645, 1.810], [0.324, -1.739, 0.948], [-0.304, -2.253, -0.644], [-1.373, -2.263, 0.805], [-1.380, 0.709, -1.782], [-0.607, 1.565, 0.329], [1.879, 1.378, 0.004], [1.742, -0.379, 0.014], [0.771, -0.008, 2.196]]
}

***

2.
{
  "formula": "C2H6CeO2",
  "method": "wB97M-V/def2-TZVPD",
  "total_charge": 2,
  "homo_ev": [-18.3, -18.4],
  "total_energy_ha": -704.5086,
  "multiplicity": 3,
  "relative_energy_kcal_mol": 110.0,
  "species": ["O", "Ce", "C", "C", "H", "H", "H", "H", "H", "O", "H"],
  "xyz": [[-0.955, 0.179, 2.512], [-1.187, -2.129, 1.723], [0.014, 0.468, -0.268], [1.082, -0.076, -1.165], [0.063, 0.804, 1.125], [-0.385, 1.440, -0.589], [1.526, -0.997, -0.759], [0.689, -0.284, -2.170], [1.878, 0.674, -1.296], [-1.085, -0.406, 0.020], [-1.641, 0.329, 0.867]]
}

***

3.
{
  "formula": "C25H24N4O4",
  "method": "wB97M-V/def2-TZVPD",
  "homo_ev": -6.7,
  "total_energy_ha": -1486.7544,
  "relative_energy_kcal_mol": 237.9,
  "species": ["C", "N", "C", "C", "C", "C", "C", "C", "C", "C", "C", "C", "C", "C", "C", "N", "C", "C", "C", "C", "H", "H", "H", "H", "H", "H", "H", "H", "H", "H", "H", "H", "H", "H", "H", "H", "H", "H", "H", "C", "N", "O", "O", "C", "C", "C", "C", "N", "O", "O", "C", "C", "H", "H", "H", "H", "H"],
  "xyz": [[4.481, 0.752, 3.581], [4.481, 0.725, 2.133], [5.688, 1.301, 1.563], [3.365, 0.351, 1.404], [2.731, 1.290, 0.546], [1.578, 0.938, -0.124], [1.057, -0.379, -0.069], [-0.028, -0.800, -0.902], [-0.155, -0.356, -2.211], [-1.105, -0.873, -3.199], [-2.075, -1.853, -3.147], [-2.832, -2.101, -4.306], [-2.601, -1.390, -5.498], [-1.582, -0.434, -5.569], [-0.856, -0.216, -4.413], [0.187, 0.691, -4.217], [0.740, 1.545, -5.253], [0.611, 0.623, -2.928], [1.695, -1.309, 0.802], [2.799, -0.941, 1.544], [3.542, 0.380, 4.006], [5.318, 0.155, 3.970], [4.635, 1.787, 3.931], [5.721, 1.176, 0.473], [5.760, 2.371, 1.815], [6.563, 0.800, 2.012], [3.143, 2.297, 0.434], [1.071, 1.686, -0.746], [-0.589, -1.694, -0.606], [-2.241, -2.401, -2.228], [-3.631, -2.836, -4.252], [-3.217, -1.581, -6.382], [-1.351, 0.138, -6.465], [0.105, 1.430, -6.136], [0.742, 2.601, -4.940], [1.766, 1.252, -5.530], [1.473, 1.197, -2.613], [1.323, -2.333, 0.836], [3.299, -1.661, 2.198], [-2.414, 0.600, 0.549], [-2.925, -0.137, -0.482], [-3.214, 0.425, -1.590], [-3.040, -1.402, -0.350], [-2.665, 0.257, 1.916], [-3.034, -1.061, 2.310], [-3.231, -1.401, 3.640], [-3.047, -0.420, 4.636], [-2.938, -0.805, 6.002], [-2.674, 0.096, 6.830], [-3.080, -2.007, 6.318], [-2.811, 0.930, 4.284], [-2.612, 1.251, 2.955], [-2.046, 1.592, 0.297], [-3.164, -1.797, 1.519], [-3.510, -2.419, 3.903], [-2.771, 1.676, 5.071], [-2.435, 2.295, 2.681]]
}

***

4.
{
  "formula": "C3H7N3O",
  "method": "wB97M-V/def2-TZVPD",
  "homo_ev": [-8.1, -9.1],
  "total_energy_ha": -357.8437,
  "relative_energy_kcal_mol": 129.4,
  "species": ["C", "C", "N", "N", "O", "C", "N", "H", "H", "H", "H", "H", "H", "H"],
  "xyz": [[0.278, -0.315, 0.092], [1.381, -0.010, -0.909], [-0.980, 1.262, 1.074], [0.109, -1.743, 0.253], [0.491, 0.299, 1.341], [-1.060, 0.487, -0.227], [-1.985, 0.616, -0.986], [-0.766, 2.260, 0.990], [-1.736, 1.109, 1.750], [0.077, -2.202, -0.650], [-0.750, -1.960, 0.747], [2.293, -0.543, -0.636], [1.067, -0.320, -1.909], [1.583, 1.060, -0.930]]
}

***

5.
{
  "formula": "C2H12NO3",
  "method": "wB97M-V/def2-TZVPD",
  "total_charge": 1,
  "homo_ev": -15.5,
  "total_energy_ha": -363.6053,
  "relative_energy_kcal_mol": 28.6,
  "species": ["C", "C", "N", "H", "H", "H", "H", "H", "H", "H", "H", "O", "H", "H", "O", "H", "H", "O"],
  "xyz": [[1.152, -1.982, 0.049], [-1.117, -1.342, -0.387], [-0.013, -1.087, 0.197], [1.965, -1.334, -0.268], [1.423, -2.519, 0.953], [0.945, -2.642, -0.790], [-1.184, -2.400, -0.629], [-1.878, -0.638, -0.671], [0.181, -0.271, 0.802], [1.384, 1.719, -1.527], [1.693, 0.414, -2.154], [1.566, 0.801, -1.279], [0.491, 1.831, 1.225], [-0.038, 1.546, 2.651], [0.312, 1.113, 1.858], [-2.078, 1.845, -1.257], [-2.115, 2.344, 0.147], [-1.969, 1.532, -0.351]]
}

***

6.
{
  "formula": "C5H6O",
  "method": "wB97M-V/def2-TZVPD",
  "homo_ev": -10.1,
  "smiles": "CCC#CC=O",
  "total_energy_ha": -269.2626,
  "relative_energy_kcal_mol": 52.5,
  "species": ["C", "C", "C", "C", "C", "O", "H", "H", "H", "H", "H", "H"],
  "xyz": [[0.432, 0.734, 1.537], [-0.880, 0.503, 0.777], [-0.590, 0.353, -0.639], [-0.114, -0.055, -1.675], [0.463, -1.238, -2.285], [1.362, -1.827, -1.728], [1.149, -0.060, 1.291], [0.880, 1.694, 1.253], [0.249, 0.728, 2.615], [-1.631, 1.265, 0.990], [-1.299, -0.473, 1.061], [-0.020, -1.623, -3.197]]
}

***

7.
{
  "formula": "C5H9NO",
  "method": "wB97M-V/def2-TZVPD",
  "homo_ev": -10.9,
  "smiles": "C[C@@H](O)[C@@H](C)C#N",
  "total_energy_ha": -325.9038,
  "relative_energy_kcal_mol": 21.2,
  "species": ["C", "C", "O", "C", "C", "C", "N", "H", "H", "H", "H", "H", "H", "H", "H", "H"],
  "xyz": [[-1.098, -0.430, -1.120], [-0.873, -0.113, 0.353], [-0.851, -1.285, 1.148], [0.472, 0.585, 0.640], [1.693, -0.241, 0.217], [0.484, 1.915, 0.013], [0.480, 2.955, -0.496], [-1.042, 0.476, -1.734], [-2.093, -0.868, -1.265], [-0.354, -1.150, -1.478], [-1.671, 0.564, 0.698], [-1.641, -1.800, 0.942], [0.511, 0.738, 1.726], [2.616, 0.232, 0.565], [1.752, -0.340, -0.871], [1.616, -1.237, 0.661]]
}

***

8.
{
  "formula": "C5H16O3",
  "method": "wB97M-V/def2-TZVPD",
  "homo_ev": -10.2,
  "smiles": "CCCCCO.O.O",
  "total_energy_ha": -425.7642,
  "relative_energy_kcal_mol": 29.2,
  "species": ["C", "O", "C", "C", "C", "C", "H", "H", "H", "H", "H", "H", "H", "H", "H", "H", "H", "H", "H", "H", "O", "H", "H", "O"],
  "xyz": [[-1.135, 0.680, 0.232], [-1.730, 0.427, -1.107], [-0.125, 1.827, 0.141], [1.065, 1.487, -0.738], [1.874, 0.230, -0.344], [2.360, 0.254, 1.159], [-1.925, 0.870, 0.933], [-0.769, -0.327, 0.289], [-1.262, 0.873, -1.732], [-0.590, 2.697, -0.358], [0.151, 2.015, 1.158], [0.873, 1.313, -1.772], [1.733, 2.355, -0.677], [1.214, -0.597, -0.683], [2.796, 0.066, -0.949], [2.945, -0.650, 1.411], [1.504, 0.126, 1.876], [2.785, 1.266, 1.461], [-0.471, -2.079, 0.353], [-0.581, -2.363, 1.976], [0.021, -1.973, 1.222], [-2.522, -2.281, -0.077], [-2.134, -1.171, -0.978], [-1.789, -2.076, -0.732]]
}

***

9.
{
  "formula": "C3H12NO3",
  "method": "wB97M-V/def2-TZVPD",
  "total_charge": 1,
  "homo_ev": -14.1,
  "total_energy_ha": -401.6423,
  "relative_energy_kcal_mol": 66.9,
  "species": ["C", "C", "C", "N", "H", "H", "H", "H", "H", "H", "H", "H", "O", "H", "H", "O", "H", "H", "O"],
  "xyz": [[-0.149, -1.908, -0.080], [0.813, -2.485, -0.742], [-0.961, 0.379, 0.090], [0.004, -0.494, 0.174], [-0.935, -2.239, 0.515], [1.395, -1.960, -1.458], [1.097, -3.517, -0.998], [-0.884, 1.374, 0.413], [-2.086, 0.172, -0.151], [0.985, -0.142, 0.211], [1.999, 1.783, -2.283], [2.768, 0.570, -2.691], [2.316, 0.869, -1.924], [-0.555, -0.039, 4.864], [-0.167, 1.579, 4.981], [-0.461, 0.810, 4.461], [-1.161, 1.854, -2.747], [-2.454, 1.261, -2.255], [-1.636, 1.677, -1.941]]
}

***

10.
{
  "formula": "C24H44GdO3P2S",
  "method": "wB97M-V/def2-TZVPD",
  "total_charge": 1,
  "homo_ev": [-10.8, -10.8],
  "total_energy_ha": -3012.9612,
  "multiplicity": 8,
  "relative_energy_kcal_mol": 0.0,
  "species": ["Gd", "C", "C", "C", "C", "C", "C", "H", "H", "H", "C", "H", "H", "H", "C", "H", "H", "H", "C", "H", "H", "H", "C", "H", "H", "H", "C", "C", "C", "C", "C", "C", "C", "C", "H", "H", "H", "H", "H", "H", "H", "H", "H", "H", "H", "H", "P", "C", "C", "P", "C", "C", "C", "H", "H", "H", "H", "H", "H", "H", "H", "H", "H", "H", "H", "H", "H", "C", "S", "O", "O", "O", "H", "H", "H"],
  "xyz": [[-0.524, -0.103, 0.468], [2.076, -0.642, 0.971], [2.027, 0.781, 0.801], [0.601, 0.220, 2.556], [1.181, -0.996, 2.041], [1.089, 1.315, 1.749], [3.051, -1.555, 0.328], [3.343, -1.189, -0.665], [2.625, -2.560, 0.210], [3.975, -1.654, 0.926], [0.857, -2.372, 2.488], [1.384, -3.115, 1.875], [-0.221, -2.591, 2.398], [1.146, -2.519, 3.540], [-0.406, 0.321, 3.642], [0.103, 0.365, 4.615], [-1.081, -0.548, 3.663], [-1.025, 1.224, 3.541], [0.744, 2.745, 1.925], [1.353, 3.181, 2.731], [-0.315, 2.876, 2.193], [0.932, 3.320, 1.009], [2.956, 1.588, -0.027], [3.768, 2.019, 0.586], [2.434, 2.427, -0.509], [3.428, 0.984, -0.813], [-0.764, -1.279, -2.154], [0.553, -0.999, -2.228], [1.176, 0.168, -2.920], [0.381, 1.498, -2.957], [-0.298, 1.980, -1.720], [-1.576, 1.686, -1.384], [-2.482, 0.765, -2.162], [-1.886, -0.515, -2.817], [1.381, -0.079, -3.979], [-0.331, 1.437, -3.795], [2.159, 0.351, -2.458], [-1.656, -0.277, -3.868], [-1.091, -2.211, -1.660], [1.277, -1.695, -1.778], [-2.731, -1.225, -2.846], [-3.301, 0.455, -1.492], [-2.066, 2.189, -0.532], [-2.971, 1.308, -2.995], [1.123, 2.267, -3.230], [0.287, 2.662, -1.094], [-1.893, 2.020, -5.946], [-2.691, 0.536, -6.713], [-0.870, 2.502, -7.421], [-3.214, 4.550, -5.007], [-3.311, 3.192, -6.277], [-2.677, 5.916, -6.152], [-5.013, 4.999, -5.051], [-3.510, 0.199, -6.063], [-1.937, -0.259, -6.791], [-3.085, 0.779, -7.711], [-1.471, 2.454, -8.345], [-0.034, 1.787, -7.485], [-0.471, 3.519, -7.284], [-5.355, 5.191, -6.079], [-5.147, 5.902, -4.440], [-5.592, 4.175, -4.610], [-4.269, 2.653, -6.159], [-3.244, 3.608, -7.301], [-2.767, 6.859, -5.591], [-3.317, 5.959, -7.049], [-1.626, 5.765, -6.441], [-3.707, -1.547, 2.769], [-3.213, -1.051, 1.129], [-4.275, -1.207, 0.161], [-2.675, 0.369, 1.263], [-1.958, -1.874, 0.847], [-4.757, -1.844, 2.702], [-3.579, -0.699, 3.447], [-3.080, -2.398, 3.061]]
}

***

11.
{
  "formula": "C26H50CaGeO10P",
  "method": "wB97M-V/def2-TZVPD",
  "total_charge": 1,
  "homo_ev": -10.8,
  "total_energy_ha": -4868.8528,
  "relative_energy_kcal_mol": 73.2,
  "species": ["Ca", "C", "O", "C", "C", "O", "C", "C", "O", "C", "H", "H", "H", "H", "H", "H", "H", "H", "H", "H", "H", "H", "H", "H", "C", "C", "O", "H", "H", "H", "C", "O", "P", "O", "C", "O", "C", "H", "H", "H", "H", "H", "H", "H", "H", "H", "O", "C", "C", "C", "C", "C", "C", "C", "O", "O", "H", "H", "H", "H", "H", "C", "C", "C", "C", "Ge", "C", "C", "C", "C", "H", "H", "H", "H", "H", "H", "H", "H", "H", "H", "H", "H", "H", "H", "H", "H", "H", "H", "H"],
  "xyz": [[0.368, -0.150, 1.191], [0.674, -4.140, 0.540], [0.274, -3.033, 1.337], [-1.105, -2.998, 1.640], [-1.919, -2.300, 0.549], [-1.612, -0.918, 0.494], [-2.606, -0.060, 1.021], [-2.770, -0.171, 2.538], [-1.489, -0.164, 3.134], [-1.556, -0.208, 4.546], [0.157, -5.049, 0.863], [1.745, -4.266, 0.690], [0.469, -3.976, -0.524], [-1.174, -2.427, 2.568], [-1.481, -4.015, 1.805], [-2.989, -2.466, 0.712], [-1.648, -2.735, -0.419], [-3.574, -0.246, 0.538], [-2.262, 0.948, 0.789], [-3.303, -1.095, 2.819], [-3.365, 0.684, 2.889], [-1.993, 0.713, 4.943], [-0.535, -0.313, 4.910], [-2.159, -1.062, 4.882], [2.721, -1.400, -1.003], [2.084, -0.272, -1.765], [2.465, 0.864, -1.677], [3.117, -2.133, -1.708], [1.969, -1.886, -0.378], [3.523, -1.011, -0.375], [1.757, -2.370, 4.994], [1.940, -0.982, 4.793], [1.955, -0.376, 3.244], [3.289, -1.017, 2.629], [4.538, -0.881, 3.320], [2.472, 1.077, 3.663], [1.559, 2.074, 4.088], [2.261, -2.635, 5.924], [2.189, -2.942, 4.171], [0.694, -2.612, 5.087], [5.187, -1.676, 2.956], [4.391, -0.982, 4.396], [4.988, 0.090, 3.114], [2.078, 3.028, 4.011], [1.270, 1.898, 5.126], [0.667, 2.093, 3.455], [-0.994, 4.054, 0.072], [0.294, 4.459, 0.176], [0.652, 5.775, -0.098], [1.966, 6.185, -0.001], [2.951, 5.279, 0.362], [2.611, 3.968, 0.625], [1.288, 3.543, 0.545], [0.956, 2.125, 0.822], [1.854, 1.255, 0.835], [-0.236, 1.796, 1.058], [-1.534, 4.800, -0.223], [-0.112, 6.481, -0.394], [2.218, 7.212, -0.215], [3.978, 5.599, 0.432], [3.355, 3.234, 0.895], [-1.780, -2.510, -6.673], [-1.581, -1.926, -5.280], [-0.815, -2.879, -4.367], [-0.501, -2.258, -3.011], [0.638, -0.583, -3.167], [-0.199, 1.215, -3.430], [-1.320, 1.653, -2.493], [-2.635, 0.907, -2.738], [-3.841, 1.706, -2.252], [-2.334, -1.818, -7.303], [-2.337, -3.444, -6.623], [-0.820, -2.706, -7.147], [-2.552, -1.702, -4.830], [-1.018, -0.988, -5.359], [0.122, -3.164, -4.851], [-1.402, -3.793, -4.226], [0.035, -2.987, -2.397], [-1.431, -2.014, -2.497], [1.462, -0.821, -4.432], [-0.543, 1.301, -4.464], [0.643, 1.902, -3.318], [-1.491, 2.720, -2.662], [-1.012, 1.539, -1.446], [-2.612, -0.061, -2.228], [-2.749, 0.716, -3.809], [-3.743, 1.959, -1.197], [-4.761, 1.142, -2.390], [-3.928, 2.631, -2.817]]
}

***

12.
{
  "formula": "CH3N4O2",
  "method": "wB97M-V/def2-TZVPD",
  "total_charge": -1,
  "homo_ev": -3.9,
  "smiles": "[H]/N=C([O-])\\[N+]([O-])=N\\N",
  "total_energy_ha": -409.3115,
  "relative_energy_kcal_mol": 52.8,
  "species": ["C", "N", "N", "N", "N", "O", "O", "H", "H", "H"],
  "xyz": [[-1.658, 0.004, -0.257], [-1.712, 0.841, -1.151], [0.702, 0.050, -0.444], [1.791, 0.217, 0.305], [-0.147, -0.758, -0.021], [0.064, -1.349, 1.130], [-2.485, -0.262, 0.632], [-0.713, 0.695, -1.454], [1.583, -0.061, 1.395], [2.575, 0.624, -0.133]]
}